Computed, not measured: a 14-piece molecular cluster, C42H84O42 overall at a distorted geometry, with ωB97M-V/def2-TZVPD.

The value obtained for the energy above the lowest of the compared OMol25 structures with the same formula, charge and spin is 31.72 kcal/mol. For the orbital gap, the calculation gives 0.4116 hartree. As for the highest occupied orbital energy: -10.672 eV. Its total energy is -4810.8766 Eh.

CARTESIAN COORDINATES (ANGSTROEM)
C -18.89625 17.37039 14.91661
O -18.27892 16.34897 14.11654
C -16.95560 16.26690 14.20820
O -16.23806 17.07152 14.73377
O -16.56320 15.17154 13.57551
C -15.20066 14.97721 13.31630
H -19.95956 17.20388 15.01767
H -18.58447 18.32739 14.49811
H -18.42777 17.33701 15.90369
H -14.56430 15.24253 14.16319
H -14.88303 15.55324 12.44537
H -15.02522 13.92427 13.11118
C -25.57142 14.69194 16.93905
O -26.97742 14.71585 16.95698
C -27.58389 13.63333 17.44674
O -27.04997 12.60754 17.74705
O -28.87637 13.89511 17.53706
C -29.70014 12.94752 18.16650
H -25.17610 15.67609 17.21574
H -25.18514 14.56498 15.92354
H -25.09375 14.02645 17.65196
H -29.31509 12.68031 19.15541
H -29.61921 11.98869 17.63837
H -30.72991 13.26895 18.20703
C -18.77603 25.03742 18.67534
O -19.45980 24.45014 17.57322
C -19.98971 23.24861 17.79376
O -19.99492 22.67512 18.84843
O -20.56589 22.83379 16.67342
C -20.97464 21.46862 16.68855
H -18.03520 25.72433 18.27153
H -18.19272 24.28394 19.20360
H -19.49214 25.54750 19.31201
H -21.62480 21.26741 17.53690
H -20.10539 20.81222 16.75401
H -21.46534 21.25602 15.74498
C -30.70037 16.92839 15.06573
O -31.59096 17.37520 16.08092
C -32.46044 18.31414 15.70289
O -32.56160 18.79410 14.60699
O -33.20999 18.62496 16.76674
C -34.46772 19.21512 16.48517
H -29.80237 16.49298 15.49562
H -30.43221 17.71760 14.36487
H -31.20721 16.14085 14.50081
H -34.48427 19.75472 15.54468
H -34.65528 19.94621 17.27387
H -35.23729 18.45129 16.58074
C -20.62689 20.11243 12.99856
O -20.04797 21.33246 13.47174
C -19.09679 21.85211 12.68806
O -18.65167 21.36543 11.68836
O -18.69952 23.00458 13.22482
C -17.79663 23.77412 12.43250
H -21.32154 19.81459 13.77550
H -19.85515 19.35057 12.91585
H -21.19208 20.24322 12.07925
H -17.50727 24.65957 12.98320
H -18.30914 24.08896 11.51992
H -16.95355 23.14570 12.15123
C -31.05249 17.94426 11.34250
O -30.05963 17.48792 10.39941
C -28.82745 17.61306 10.89138
O -28.57192 18.20432 11.90754
O -27.96881 17.02734 10.07617
C -26.61338 16.95246 10.54035
H -31.11110 17.15713 12.09188
H -32.00324 18.00065 10.81816
H -30.86735 18.93255 11.75428
H -26.02662 16.44824 9.78486
H -26.59665 16.38367 11.46813
H -26.23157 17.94867 10.75722
C -22.03821 14.27680 14.00797
O -22.04135 13.02606 13.33291
C -20.91164 12.60616 12.80841
O -19.87203 13.20021 12.83607
O -21.10103 11.39199 12.29318
C -20.19684 10.95414 11.28750
H -22.23624 15.03879 13.25511
H -21.09119 14.56557 14.47134
H -22.81805 14.24134 14.76120
H -19.38211 11.65144 11.11133
H -20.75390 10.76731 10.37078
H -19.75418 10.00801 11.60180
C -30.68260 20.61306 14.72100
O -30.94877 20.03869 15.99961
C -29.90097 19.56879 16.65158
O -28.75615 19.52653 16.25423
O -30.29661 19.21798 17.86632
C -29.40734 18.47889 18.67816
H -30.23693 21.59666 14.90230
H -31.54954 20.77136 14.08994
H -29.97759 19.99027 14.17208
H -28.55235 18.06013 18.14663
H -29.93388 17.60341 19.06148
H -29.06968 19.07482 19.52438
C -26.98217 17.78799 14.67831
O -26.06804 17.11998 13.80716
C -24.77594 17.33551 13.87697
O -23.98576 16.93520 13.06785
O -24.49289 18.13600 14.91857
C -23.18254 18.69832 15.06937
H -26.74503 17.60924 15.72094
H -27.97153 17.43014 14.42101
H -26.97913 18.86374 14.50885
H -23.24335 19.73788 14.75477
H -22.46779 18.11752 14.48637
H -22.92538 18.64131 16.12098
C -24.54756 17.76811 21.43092
O -24.47430 18.68402 20.35788
C -25.08134 18.35259 19.22936
O -25.56045 17.27379 18.97665
O -25.21332 19.46802 18.50462
C -25.70816 19.32605 17.16902
H -24.01516 18.21316 22.26480
H -24.05745 16.82753 21.17425
H -25.58053 17.55566 21.70646
H -25.79917 18.27668 16.88844
H -25.02606 19.77973 16.45572
H -26.72219 19.71500 17.13824
C -20.93120 19.42556 20.12008
O -21.62756 18.23489 19.73276
C -21.53872 17.79580 18.49710
O -20.96547 18.34355 17.58814
O -22.15767 16.61981 18.45924
C -22.29775 16.01825 17.19239
H -19.86513 19.21157 20.21344
H -21.45451 19.80268 20.98704
H -20.93946 20.19087 19.34004
H -22.67991 15.00343 17.29594
H -21.44468 16.00578 16.51916
H -23.12878 16.50191 16.66150
C -27.86172 21.79515 12.67693
O -28.59810 22.92329 12.19716
C -29.82777 22.68138 11.76020
O -30.34487 21.60290 11.62038
O -30.40721 23.85112 11.49865
C -31.63512 23.76838 10.79320
H -26.85534 22.18379 12.83441
H -27.85216 20.95703 11.98922
H -28.19744 21.44172 13.65479
H -32.04828 24.76733 10.68168
H -32.34891 23.13039 11.30915
H -31.47718 23.40144 9.77644
C -20.75687 16.56474 11.68219
O -20.11629 17.49432 10.78674
C -20.88058 18.31807 10.10002
O -22.09247 18.32422 10.06975
O -20.09706 19.22898 9.54559
C -20.76963 20.30656 8.91806
H -19.93875 15.91502 11.97105
H -21.60255 16.05828 11.21768
H -21.17880 17.11079 12.53108
H -21.31103 19.99674 8.02115
H -20.02738 21.03892 8.61936
H -21.48980 20.76220 9.59870
C -24.23723 20.11355 11.73019
O -23.62828 20.88459 12.77179
C -23.04145 22.04986 12.50410
O -22.74956 22.47819 11.42194
O -22.74946 22.59726 13.68601
C -22.58525 24.02140 13.70988
H -25.11606 19.65887 12.17688
H -23.51512 19.37394 11.38943
H -24.50110 20.71241 10.85756
H -22.92414 24.31049 14.69933
H -23.17062 24.48695 12.92137
H -21.53403 24.27915 13.59038

Atomic forces in eV per Å
1.74 0.21 0.49
-0.84 -0.54 0.06
0.18 0.33 -0.32
0.22 0.22 0.33
-0.93 -0.58 -0.20
1.24 0.10 0.08
-0.10 -0.05 -0.44
-0.60 0.16 -0.02
-0.30 0.01 0.08
-0.21 0.18 0.02
-0.08 0.08 0.04
-0.37 -0.05 -0.05
1.61 1.09 -0.28
-0.34 0.20 0.15
0.18 0.06 -0.08
0.17 -0.57 0.29
-0.57 1.26 -0.26
0.70 -2.03 0.31
-0.72 0.09 0.15
-0.27 -0.62 -0.01
-0.44 -0.52 -0.15
-0.16 0.48 0.12
-0.30 0.22 -0.19
0.03 0.45 -0.13
0.57 -0.17 -0.02
0.15 0.05 -0.42
-0.41 0.41 -0.03
0.19 -0.42 0.32
0.14 0.08 -0.31
0.15 -0.55 0.07
-0.34 0.23 -0.19
-0.37 -0.05 0.27
0.11 -0.01 0.22
-0.12 0.03 -0.07
0.01 0.07 0.13
-0.15 0.32 -0.03
-0.13 -0.52 -0.83
0.22 0.08 0.19
-0.55 -0.16 0.25
-0.64 -0.83 -0.49
0.23 -0.51 -0.28
-0.34 0.69 0.75
-0.13 0.16 0.46
-0.01 0.12 0.14
0.07 0.05 -0.06
0.02 -0.30 -0.23
0.10 -0.06 0.01
-0.05 -0.04 -0.38
0.18 -0.21 0.51
0.00 0.19 -0.19
0.12 0.12 0.21
-0.10 -0.22 -0.36
-0.34 0.34 0.54
-0.18 -0.40 -0.74
0.03 0.07 0.03
-0.03 -0.01 -0.37
0.28 0.08 -0.21
0.03 -0.14 0.34
0.09 -0.03 0.00
0.17 0.23 0.05
-0.56 -0.41 -0.28
-0.05 0.37 0.09
-0.29 0.23 -0.39
0.58 0.00 0.58
0.06 -0.23 -0.40
-0.17 0.09 0.68
-0.18 0.36 0.35
0.11 -0.22 -0.23
0.41 -0.13 0.06
-0.09 0.06 -0.21
0.14 -0.01 -0.02
0.08 -0.01 -0.15
0.27 0.79 -0.38
-0.68 -0.42 0.56
0.60 -0.20 0.09
0.50 0.40 -0.24
-0.52 0.05 -0.22
0.51 -0.54 -0.11
-0.37 0.13 0.24
0.13 -0.61 -0.06
-0.17 -0.04 -0.11
-0.15 0.22 0.09
-0.09 0.17 0.03
-0.09 0.04 0.11
1.19 0.86 -0.45
-0.03 0.60 0.04
0.87 0.47 0.54
-0.47 -0.13 -0.27
-0.41 0.01 -0.11
0.47 -0.95 0.46
0.15 -0.11 -0.09
-0.39 -0.40 0.63
-0.01 0.05 -0.02
0.03 0.44 -0.23
-0.31 0.23 0.02
0.01 0.17 -0.13
-0.24 0.39 0.11
-0.44 -0.74 -0.43
0.32 1.15 0.15
0.21 -0.38 -0.02
0.03 -0.22 0.07
-0.18 -0.31 -0.12
-0.28 -0.36 -0.25
0.10 -0.17 -0.04
0.15 0.00 -0.09
0.19 -0.06 -0.12
0.00 0.15 -0.04
0.04 0.02 0.05
0.20 -0.84 0.15
0.19 0.64 -0.02
-1.12 0.31 0.27
0.35 -0.06 -0.15
0.77 -0.16 -0.12
-0.51 -0.67 0.10
-0.05 0.17 -0.02
-0.04 0.04 -0.07
-0.03 0.11 -0.05
0.39 0.25 0.57
-0.14 0.41 0.35
0.17 0.37 -0.15
0.35 0.38 -1.25
-0.21 -0.04 0.61
0.60 0.28 0.22
-0.14 -0.07 -0.32
0.14 -0.40 0.00
-1.51 -0.26 -1.24
-0.15 -0.16 0.68
0.31 -0.11 0.30
-0.44 -0.12 -0.01
0.44 -0.08 0.60
0.43 0.25 0.50
0.28 0.23 -0.03
0.68 0.03 0.46
-0.09 -0.13 0.21
-0.14 -0.05 -0.02
0.09 -0.14 0.08
0.20 0.34 -0.07
-0.53 -0.05 -0.54
0.00 -0.10 -0.21
-0.14 0.01 -0.24
-0.37 0.14 -0.16
0.22 0.13 0.37
0.04 -0.05 0.00
0.09 -0.24 0.16
-0.06 0.46 -0.21
0.18 -0.53 0.11
-0.56 0.64 0.55
0.25 -0.27 -0.10
0.35 -0.11 -0.35
-0.56 0.48 -0.40
-0.27 -0.27 0.22
0.24 -0.13 -0.23
0.19 0.00 0.05
0.05 -0.23 0.11
0.21 -0.09 0.21
0.08 0.04 0.04
0.57 -0.03 -0.52
-0.52 0.22 0.28
0.46 -0.44 0.29
-0.31 0.22 -0.21
-0.51 0.10 -0.06
0.40 -0.14 0.04
-0.04 -0.09 -0.04
-0.21 -0.22 0.07
-0.07 0.24 0.23
-0.01 0.20 -0.03
-0.06 0.03 0.03
0.02 -0.03 -0.02

Here are the Löwdin charges for atoms 1 to 2, given in e:
1. C -0.0211
2. O -0.0056